Entry 1:
# C28H22Cl6N2OS3Tl

A structure of composition C28H22Cl6N2OS3Tl (ωB97M-V/def2-TZVPD, the Open Molecules 2025 dataset).

```
63
Properties=species:S:1:pos:R:3
Tl -1.27 -0.30 -0.18
Cl 1.62 -5.84 2.66
C 0.36 -4.66 2.31
C -0.78 -5.07 1.57
C -1.77 -4.17 1.28
C -1.68 -2.79 1.68
O -2.56 -1.94 1.31
C -0.57 -2.44 2.48
C -0.52 -1.10 3.01
N 0.52 -0.59 3.55
C 0.59 0.74 3.93
C 1.46 1.07 4.95
C 1.64 2.39 5.39
C 0.96 3.43 4.82
C 0.06 3.15 3.76
C -0.68 4.17 3.11
C -1.54 3.85 2.10
C -1.64 2.50 1.70
N -0.97 1.53 2.26
C -0.13 1.82 3.30
C 0.45 -3.38 2.76
H -0.85 -6.09 1.23
H -2.63 -4.46 0.70
H -1.45 -0.54 2.94
H 2.01 0.25 5.40
H 2.33 2.59 6.20
H 1.10 4.45 5.15
H -0.55 5.19 3.44
H -2.12 4.62 1.59
H -2.29 2.22 0.88
H 1.30 -3.05 3.35
C 0.95 3.47 -1.62
C -0.15 3.89 -2.60
S -1.73 3.05 -2.37
C -2.07 2.38 -4.02
C -1.01 1.49 -4.66
S -0.62 0.02 -3.70
C 1.19 0.07 -3.73
C 1.84 1.35 -3.20
S 1.35 1.71 -1.50
H 1.86 4.02 -1.87
H 0.68 3.74 -0.60
H -0.32 4.96 -2.48
H 0.18 3.73 -3.63
H -2.98 1.80 -3.85
H -2.32 3.20 -4.69
H -1.39 1.18 -5.64
H -0.09 2.04 -4.85
H 1.48 -0.79 -3.12
H 1.52 -0.12 -4.75
H 2.92 1.23 -3.23
H 1.58 2.20 -3.83
Cl 2.11 -1.41 -0.11
C 1.15 -2.63 -0.94
C -0.18 -2.39 -1.22
C -0.83 -3.38 -1.91
Cl -2.54 -3.16 -2.27
C -0.22 -4.57 -2.32
Cl -1.10 -5.78 -3.19
C 1.12 -4.78 -2.01
Cl 1.92 -6.23 -2.50
C 1.82 -3.79 -1.31
Cl 3.49 -4.03 -0.93
```

The value obtained for the largest force on an atom is 0.0129 Eh/bohr. As for the total charge: -1. The calculation puts the HOMO energy at -4.05 eV. The calculation puts the relative energy (zero: lowest compared OMol25 entry of this formula, charge and spin) at 0.00 kJ/mol. As for the gap between HOMO and LUMO: 6.0 eV.



Entry 2:
# C22H17Cl5N2OPt

A structure of composition C22H17Cl5N2OPt at a distorted geometry (ωB97M-V/def2-TZVPD, the Open Molecules 2025 dataset).

```
48
Properties=species:S:1:pos:R:3
Pt -0.52 0.08 -0.65
C 3.61 1.36 0.84
C 2.30 1.41 0.35
N 1.68 0.35 -0.11
C 2.31 -0.85 -0.09
C 3.61 -0.99 0.39
C 4.27 0.16 0.85
C 4.21 -2.30 0.43
C 3.52 -3.39 0.04
C 2.18 -3.27 -0.46
C 1.41 -4.38 -0.85
C 0.14 -4.19 -1.33
C -0.36 -2.88 -1.42
N 0.33 -1.83 -1.03
C 1.58 -2.01 -0.54
H 4.08 2.27 1.20
H 1.74 2.33 0.34
H 5.28 0.08 1.23
H 5.22 -2.39 0.80
H 3.96 -4.37 0.09
H 1.83 -5.37 -0.77
H -0.48 -5.01 -1.64
H -1.35 -2.69 -1.81
Cl -6.32 -0.86 -0.20
C -4.73 -0.60 0.41
C -4.10 0.64 0.30
Cl -4.95 1.94 -0.50
C -2.83 0.86 0.75
Cl -1.76 2.43 0.33
C -2.08 -0.15 1.44
O -0.96 0.10 2.00
C -2.73 -1.42 1.49
Cl -1.84 -2.69 2.26
C -4.00 -1.65 0.99
Cl -4.71 -3.22 1.09
C 0.18 4.54 -0.56
C -0.38 3.20 -0.85
C -1.91 3.54 1.56
C -0.19 2.38 -1.91
H -0.39 5.30 -1.11
H 1.21 4.59 -0.91
H 0.12 4.78 0.50
H -1.69 1.47 -0.94
H -2.65 3.32 2.33
H -0.69 1.73 0.92
H -2.86 3.03 -0.30
H 0.75 2.57 -2.42
H -1.02 2.03 -2.52
```

The value obtained for the largest force on an atom is 0.0373 Eh/bohr. As for the total charge: 0. The calculation puts the HOMO energy (alpha / beta) at -6.24 / -6.13 eV. The calculation puts the relative energy (zero: lowest compared OMol25 entry of this formula, charge and spin) at 2107.63 kJ/mol. As for the gap between HOMO and LUMO (alpha / beta): 4.4 / 4.4 eV.



Entry 3:
# C3H7N3

A cluster of 2 separate species, C3H7N3 in total at a distorted geometry (ωB97M-V/def2-TZVPD, the Open Molecules 2025 dataset).

```
13
Properties=species:S:1:pos:R:3
C -1.03 -1.37 -1.02
C 1.53 1.29 1.16
C -0.47 -0.61 -0.17
N 2.47 0.58 1.09
N -1.82 -2.04 -1.77
N 0.52 2.05 0.92
H 0.14 -0.85 0.74
H -0.58 0.48 -0.17
H 3.33 0.49 1.60
H -2.81 -2.40 -1.47
H -1.40 -2.55 -2.63
H 0.50 2.79 0.13
H -0.40 2.13 1.59
```

The value obtained for the largest force on an atom is 0.0723 Eh/bohr. As for the total charge: +2. The calculation puts the HOMO energy at -20.32 eV. The calculation puts the relative energy (zero: lowest compared OMol25 entry of this formula, charge and spin) at 223.30 kJ/mol. As for the gap between HOMO and LUMO: 11.8 eV.



Entry 4:
# C11H18BN

A cluster of 2 separate species, C11H18BN in total at a distorted geometry (ωB97M-V/def2-TZVPD, the Open Molecules 2025 dataset).

```
31
Properties=species:S:1:pos:R:3
C 2.79 0.77 3.38
N 2.08 1.08 2.15
C 2.00 2.48 1.76
C 1.52 0.12 1.42
C 0.78 0.32 0.25
C 0.22 -0.76 -0.42
C -0.43 -0.69 -1.69
C -0.78 -1.88 -2.37
C -1.44 -1.84 -3.58
C -1.77 -0.61 -4.18
C -1.38 0.58 -3.55
C -0.70 0.56 -2.33
H 3.14 1.72 3.81
H 2.12 0.27 4.09
H 3.65 0.12 3.17
H 2.51 3.06 2.54
H 2.49 2.66 0.80
H 0.95 2.82 1.71
H 1.65 -0.92 1.75
H 0.71 1.34 -0.16
H 0.42 -1.76 -0.01
H -0.50 -2.84 -1.92
H -1.74 -2.78 -4.08
H -2.31 -0.58 -5.12
H -1.61 1.54 -4.01
H -0.38 1.48 -1.86
H -1.76 -1.20 0.92
B -2.78 -1.26 1.67
H -2.57 -0.68 2.72
H -3.76 -0.73 1.16
H -3.12 -2.40 1.96
```

The value obtained for the largest force on an atom is 0.0364 Eh/bohr. As for the total charge: 0. The calculation puts the HOMO energy at -7.34 eV. The calculation puts the relative energy (zero: lowest compared OMol25 entry of this formula, charge and spin) at 300.91 kJ/mol. As for the gap between HOMO and LUMO: 5.5 eV.



Entry 5:
# C3H10NO

A cluster of 2 separate species, C3H10NO in total at a distorted geometry (ωB97M-V/def2-TZVPD, the Open Molecules 2025 dataset).

```
15
Properties=species:S:1:pos:R:3
C 1.11 -0.60 3.04
O -0.10 -0.61 2.32
H 1.19 -1.16 4.03
H 1.36 0.43 3.40
H 1.77 -0.92 2.22
H -0.73 -1.12 2.86
C 0.44 0.00 -1.61
C -1.66 0.74 -2.56
N -0.68 0.93 -1.78
H 0.26 -0.67 -0.79
H 0.50 -0.63 -2.57
H 1.36 0.60 -1.36
H -1.40 0.17 -3.62
H -2.66 1.08 -2.30
H -0.76 1.77 -1.28
```

The value obtained for the largest force on an atom is 0.0804 Eh/bohr. As for the total charge: +1. The calculation puts the HOMO energy at -13.12 eV. The calculation puts the relative energy (zero: lowest compared OMol25 entry of this formula, charge and spin) at 281.13 kJ/mol. As for the gap between HOMO and LUMO: 7.4 eV.



Entry 6:
# C6H10O

The molecule C6H10O at a distorted geometry (ωB97M-V/def2-TZVPD, the Open Molecules 2025 dataset).

```
17
Properties=species:S:1:pos:R:3
C 0.52 1.59 1.68
C 0.62 0.59 0.55
O 0.35 -0.77 0.97
C -0.44 -1.16 -0.13
C -1.44 -0.05 -0.34
C -0.31 0.90 -0.58
C 0.47 -1.16 -1.59
H 0.82 2.58 1.36
H -0.50 1.62 2.06
H 1.18 1.28 2.50
H 1.64 0.62 0.18
H -0.78 -2.19 -0.03
H -2.10 -0.18 -1.20
H -2.02 0.25 0.54
H 1.13 -0.37 -2.05
H 1.13 -1.98 -1.34
H -0.23 -1.45 -2.38
```

The value obtained for the largest force on an atom is 0.0377 Eh/bohr. As for the total charge: 0. The calculation puts the HOMO energy at -8.41 eV. The calculation puts the relative energy (zero: lowest compared OMol25 entry of this formula, charge and spin) at 431.80 kJ/mol. As for the gap between HOMO and LUMO: 8.6 eV.



Entry 7:
# C39H32BrClF5N6Ti

A structure of composition C39H32BrClF5N6Ti (ωB97M-V/def2-TZVPD, the Open Molecules 2025 dataset).

```
85
Properties=species:S:1:pos:R:3
Ti 0.11 0.26 1.29
C -4.26 3.36 -1.04
C -2.90 3.56 -0.84
C -2.10 2.56 -0.31
C -2.64 1.32 0.05
C -4.02 1.12 -0.15
C -4.80 2.13 -0.69
N -1.80 0.34 0.56
N -2.50 -0.79 1.00
C -1.80 -1.82 1.32
C -2.50 -2.89 2.02
C -1.81 -3.72 2.82
C -0.36 -3.63 2.94
C 0.34 -2.83 2.12
C -0.31 -1.94 1.12
H -4.88 4.14 -1.47
H -2.44 4.51 -1.11
H -1.04 2.73 -0.19
H -4.45 0.17 0.12
H -5.86 1.95 -0.84
H -3.58 -2.93 1.94
H -2.33 -4.47 3.40
H 0.15 -4.25 3.67
H 1.42 -2.83 2.14
N 2.40 2.88 1.94
C 1.19 3.35 2.33
C 1.08 4.60 2.98
C -0.16 5.02 3.39
C -1.28 4.21 3.18
C -1.08 3.01 2.54
N 0.12 2.58 2.12
H 3.16 3.54 1.84
H 2.41 2.08 1.33
H 1.96 5.20 3.14
H -0.27 5.98 3.89
H -2.27 4.51 3.49
H -1.91 2.35 2.34
Br -1.26 -0.05 4.18
C 0.64 0.02 4.29
C 1.27 0.06 5.50
C 2.68 0.05 5.53
C 3.33 -0.04 4.28
C 2.62 -0.07 3.12
N 1.24 0.00 3.06
H 0.68 0.08 6.40
H 3.22 0.08 6.46
H 4.41 -0.09 4.22
H 3.12 -0.15 2.16
C 1.78 -3.27 -3.22
C 0.53 -3.73 -2.47
C 0.75 -5.18 -2.00
C -0.69 -3.69 -3.40
C 0.28 -2.89 -1.29
C 0.02 -2.40 -0.22
H 2.01 -3.96 -4.04
H 2.64 -3.22 -2.55
H 1.64 -2.27 -3.65
H 0.89 -5.84 -2.86
H -0.11 -5.52 -1.42
H 1.64 -5.24 -1.36
H -0.52 -4.34 -4.27
H -0.88 -2.68 -3.75
H -1.58 -4.04 -2.87
F 2.68 -1.46 0.25
C 2.61 -0.38 -0.56
C 1.67 0.61 -0.31
C 1.79 1.70 -1.16
F 1.01 2.79 -0.98
C 2.69 1.79 -2.21
F 2.73 2.87 -3.01
C 3.57 0.74 -2.43
F 4.45 0.80 -3.44
C 3.53 -0.35 -1.59
F 4.40 -1.36 -1.79
Cl -3.75 1.41 -5.24
C -2.22 0.89 -4.59
C -1.33 0.20 -5.39
C -0.13 -0.19 -4.81
C 0.11 0.13 -3.49
N -0.75 0.82 -2.74
C -1.90 1.19 -3.28
H -1.58 -0.03 -6.41
H 0.60 -0.75 -5.38
H 1.03 -0.17 -2.99
H -2.60 1.74 -2.65
```

The value obtained for the largest force on an atom is 0.0111 Eh/bohr. As for the total charge: -1. Its spin multiplicity is 3. The calculation puts the HOMO energy (alpha / beta) at -2.51 / -3.79 eV. The calculation puts the relative energy (zero: lowest compared OMol25 entry of this formula, charge and spin) at 0.00 kJ/mol. As for the gap between HOMO and LUMO (alpha / beta): 4.9 / 6.2 eV.



Entry 8:
# C4H4O3S2

A cluster of 2 separate species, C4H4O3S2 in total at a distorted geometry (ωB97M-V/def2-TZVPD, the Open Molecules 2025 dataset).

```
13
Properties=species:S:1:pos:R:3
C -0.68 -1.26 1.15
C -2.69 -0.28 -0.52
C 0.29 0.72 0.03
C -0.14 -0.72 -0.01
O -0.86 -2.63 1.12
O -1.03 -0.67 2.17
O -3.31 -1.30 -0.84
S -2.91 1.27 -0.53
S 0.52 -1.80 -1.25
H -0.54 1.26 0.60
H 0.62 1.02 -0.90
H 1.16 0.87 0.87
H -0.54 -2.85 0.26
```

The value obtained for the largest force on an atom is 0.1093 Eh/bohr. As for the total charge: -2. The calculation puts the HOMO energy (alpha / beta) at 1.70 / 1.36 eV. The calculation puts the relative energy (zero: lowest compared OMol25 entry of this formula, charge and spin) at 157.25 kJ/mol. As for the gap between HOMO and LUMO (alpha / beta): 3.9 / 4.1 eV.



Entry 9:
# C6H10

The molecule C6H10 at a distorted geometry (ωB97M-V/def2-TZVPD, the Open Molecules 2025 dataset).

```
16
Properties=species:S:1:pos:R:3
C 2.22 0.14 -0.03
C 0.74 0.03 0.01
C -0.07 1.09 0.05
C -1.53 0.89 -0.21
C -1.71 -0.54 0.21
C 0.00 -1.25 -0.07
H 2.72 -0.61 -0.65
H 2.54 1.10 -0.40
H 2.63 0.02 0.96
H 0.31 2.07 0.25
H -2.12 1.63 0.35
H -1.75 1.03 -1.28
H -1.96 -0.61 1.29
H -2.36 -1.18 -0.39
H 0.41 -1.91 -0.87
H -0.06 -1.90 0.78
```

The value obtained for the largest force on an atom is 0.0519 Eh/bohr. As for the total charge: 0. Its SMILES is CC1=CCCC1. The calculation puts the HOMO energy at -8.61 eV. The calculation puts the relative energy (zero: lowest compared OMol25 entry of this formula, charge and spin) at 144.60 kJ/mol. As for the gap between HOMO and LUMO: 9.7 eV.



Entry 10:
# C16H24N6O2S2

The molecule C16H24N6O2S2 at a distorted geometry (ωB97M-V/def2-TZVPD, the Open Molecules 2025 dataset).

```
50
Properties=species:S:1:pos:R:3
C -1.17 0.21 -4.89
C -0.82 0.04 -3.42
C -0.43 1.39 -2.79
C -0.10 1.22 -1.36
N -0.94 1.29 -0.38
N -0.31 0.99 0.77
C 0.94 0.74 0.47
S 2.19 0.27 1.59
C 1.26 0.46 3.16
C 0.43 -0.77 3.46
O 0.76 -1.59 4.29
N -0.72 -0.84 2.74
C -1.58 -1.90 2.84
N -2.63 -2.04 2.12
N -3.32 -3.14 2.40
C -2.81 -3.86 3.33
C -3.39 -5.14 3.83
C -4.65 -5.52 3.07
S -1.32 -3.19 4.00
N 1.14 0.87 -0.88
C 2.39 0.70 -1.58
C 3.12 2.04 -1.85
C 3.39 2.88 -0.60
C 3.21 4.31 -1.12
C 2.10 4.10 -2.14
O 2.37 2.85 -2.75
H -1.44 -0.75 -5.33
H -0.33 0.61 -5.44
H -2.02 0.88 -5.00
H 0.01 -0.66 -3.32
H -1.67 -0.37 -2.88
H -1.28 2.07 -2.86
H 0.41 1.83 -3.32
H 2.02 0.58 3.93
H 0.65 1.35 3.06
H -0.91 -0.13 2.02
H -3.60 -5.03 4.90
H -2.63 -5.92 3.73
H -5.40 -4.74 3.18
H -4.44 -5.64 2.02
H -5.05 -6.45 3.46
H 3.04 0.06 -0.99
H 2.18 0.23 -2.54
H 4.06 1.77 -2.36
H 4.38 2.69 -0.19
H 2.65 2.67 0.17
H 2.93 5.01 -0.34
H 4.12 4.65 -1.61
H 2.09 4.85 -2.93
H 1.12 4.08 -1.65
```

The value obtained for the largest force on an atom is 0.0343 Eh/bohr. As for the total charge: 0. Its SMILES is CCCc1nnc(SCC(=O)Nc2nnc(CC)s2)n1C[C@@H]1CCCO1. The calculation puts the HOMO energy at -8.64 eV. The calculation puts the relative energy (zero: lowest compared OMol25 entry of this formula, charge and spin) at 10.08 kJ/mol. As for the gap between HOMO and LUMO: 9.1 eV.



Entry 11:
# C6H12N2O

The ion C6H12N2O with charge +2 at a distorted geometry (ωB97M-V/def2-TZVPD, the Open Molecules 2025 dataset).

```
21
Properties=species:S:1:pos:R:3
C -1.38 -1.26 -0.70
N -2.36 -0.39 -0.77
C -2.47 0.76 -0.08
C -1.45 1.35 0.69
C -0.12 0.86 1.32
N 0.73 0.13 0.67
C 1.95 -0.37 1.28
O 0.66 -0.08 -0.74
C 1.81 -0.01 -1.48
H -1.50 -2.07 -1.46
H -0.64 -1.47 0.17
H -3.24 -0.61 -1.39
H -3.26 1.49 -0.14
H -1.86 2.22 1.20
H 0.13 1.09 2.30
H 2.11 0.28 2.16
H 1.81 -1.41 1.60
H 2.79 -0.43 0.63
H 2.44 -0.97 -1.51
H 2.53 0.78 -1.24
H 1.32 0.09 -2.51
```

The value obtained for the largest force on an atom is 0.1208 Eh/bohr. As for the total charge: +2. Its SMILES is C=[NH+]/C=C\C=[N+](\C)OC. The calculation puts the HOMO energy (alpha / beta) at -18.78 / -18.78 eV. The calculation puts the relative energy (zero: lowest compared OMol25 entry of this formula, charge and spin) at 367.81 kJ/mol. As for the gap between HOMO and LUMO (alpha / beta): 8.7 / 8.7 eV.



Entry 12:
# C2H2N2O3

A cluster of 2 separate species, C2H2N2O3 in total at a distorted geometry (ωB97M-V/def2-TZVPD, the Open Molecules 2025 dataset).

```
9
Properties=species:S:1:pos:R:3
C -1.47 -1.80 -0.22
C 0.75 0.25 0.44
N -1.71 -2.92 0.02
N 0.67 1.48 -0.24
O -0.17 2.28 0.13
O 1.48 1.66 -1.13
O -1.29 -0.64 -0.46
H 1.40 -0.51 0.04
H 0.32 0.20 1.43
```

The value obtained for the largest force on an atom is 0.0962 Eh/bohr. As for the total charge: 0. The calculation puts the HOMO energy (alpha / beta) at -10.30 / -10.29 eV. The calculation puts the relative energy (zero: lowest compared OMol25 entry of this formula, charge and spin) at 717.56 kJ/mol. As for the gap between HOMO and LUMO (alpha / beta): 5.8 / 5.8 eV.